## A
Computed, not measured: a single C6H11NO molecule, with ωB97M-V with the def2-TZVPD basis set.

Results
Kohn-Sham gap = 10.58 eV
SMILES string = C=CC(C)(C)ON=C

The geometry in ORCA input format:
```
! wB97M-V def2-TZVPD RIJCOSX def2/J DEFGRID3
* xyz 0 1
C -2.176 -0.765 -0.051
C -0.997 -0.538 -0.647
C 0.358 -0.394 0.032
C 0.532 -1.372 1.206
C 1.507 -0.641 -0.961
O 0.450 0.930 0.603
N 0.434 1.922 -0.396
C -0.138 2.972 0.083
H -3.090 -0.812 -0.635
H -2.270 -0.866 1.026
H -0.997 -0.386 -1.725
H 0.431 -2.415 0.883
H 1.521 -1.251 1.665
H -0.191 -1.182 2.007
H 1.503 -1.672 -1.332
H 2.477 -0.444 -0.491
H 1.445 0.025 -1.830
H -0.551 3.017 1.105
H -0.249 3.871 -0.542
*
```


## B
Computed, not measured: 2 unconnected molecules or ions with the total composition C6H11NO, with ωB97M-V with the def2-TZVPD basis set.

Results
Kohn-Sham gap = 8.78 eV
SMILES string = Cc1c[nH]c(C)c1.O

The geometry in ORCA input format:
```
! wB97M-V def2-TZVPD RIJCOSX def2/J DEFGRID3
* xyz 0 1
C -0.783 -2.607 0.575
C -0.347 -1.163 0.665
C 0.830 -0.634 1.119
N 0.754 0.736 0.870
C -0.396 1.035 0.221
C -0.697 2.467 -0.171
C -1.090 -0.134 0.010
H -0.664 -3.140 1.528
H -1.858 -2.591 0.492
H -0.268 -3.171 -0.194
H 1.661 -0.980 1.706
H 1.337 1.462 1.262
H -0.851 2.483 -1.247
H -1.473 2.835 0.492
H 0.259 2.997 -0.188
H -2.039 -0.227 -0.495
O 1.276 0.272 -2.368
H 1.632 -0.119 -3.171
H 1.362 -0.419 -1.694
*
```


## C
Computed, not measured: a single C6H11NO molecule, with ωB97M-V with the def2-TZVPD basis set.

Results
Kohn-Sham gap = 10.09 eV
SMILES string = C=CCCC(=O)NC

The geometry in ORCA input format:
```
! wB97M-V def2-TZVPD RIJCOSX def2/J DEFGRID3
* xyz 0 1
C -2.790 -1.556 -1.313
C -1.944 -1.139 -0.427
C -1.179 0.108 -0.755
C -0.303 0.560 0.372
C 0.868 -0.324 0.820
O 0.620 -1.446 1.232
N 2.184 0.004 0.884
C 2.684 1.371 0.679
H -2.980 -0.988 -2.278
H -3.385 -2.485 -1.209
H -1.800 -1.600 0.440
H -1.759 0.912 -1.155
H -0.577 -0.091 -1.689
H -0.065 1.633 0.227
H -1.000 0.501 1.245
H 2.881 -0.781 1.070
H 3.811 1.403 0.582
H 2.458 2.088 1.457
H 2.276 1.829 -0.182
*
```


## D
Computed, not measured: a molecular structure, C6H11NO, with ωB97M-V with the def2-TZVPD basis set.

Results
Kohn-Sham gap = 8.30 eV

The geometry in ORCA input format:
```
! wB97M-V def2-TZVPD RIJCOSX def2/J DEFGRID3
* xyz 0 1
C 1.937 -0.111 -0.921
C -1.142 -1.034 -1.063
C 1.102 -0.422 0.293
C -0.762 -0.568 0.326
N 0.415 1.950 0.502
C 0.540 0.689 1.060
C -1.790 -0.319 1.188
O 0.869 -1.627 0.732
H -0.072 1.973 -0.386
H 0.077 2.672 1.121
H 0.652 0.617 2.137
H 2.877 0.323 -0.579
H 1.484 0.626 -1.581
H 2.090 -1.004 -1.525
H -0.515 -1.875 -1.378
H -2.162 -1.432 -1.076
H -1.067 -0.224 -1.799
H -2.793 -0.658 0.982
H -1.738 0.425 1.967
*
```


Stability summary: most stable B, least stable D.